{"formula": "C11H12O2P", "method": "the ωB97M-V functional and the def2-TZVPD basis", "elements": ["C", "C", "C", "C", "C", "P", "O", "O", "C", "C", "C", "C", "C", "C", "H", "H", "H", "H", "H", "H", "H", "H", "H", "H", "H", "H"], "positions_angstrom": [[-1.61029, 2.92254, -1.75302], [-0.74843, 1.70028, -2.01437], [0.73569, 1.93280, -1.59238], [-1.20534, 0.45231, -1.33805], [-1.44832, -0.63324, -0.84749], [-1.63195, -2.28339, -0.22350], [-2.92178, -2.93102, -0.60357], [-0.32889, -2.97821, -0.56355], [-1.78723, -1.82736, 1.51671], [-0.64975, -2.19084, 2.28906], [-0.58979, -1.79393, 3.58483], [-1.56542, -0.92836, 4.10959], [-2.61114, -0.58385, 3.33540], [-2.74034, -1.04112, 2.02561], [-2.51830, 2.82911, -2.19734], [-1.15157, 3.81792, -2.30659], [-1.78632, 3.22324, -0.69653], [-0.68560, 1.47112, -3.15022], [1.33762, 1.13753, -2.05504], [0.78926, 1.88840, -0.40420], [1.04249, 2.94598, -1.96717], [0.07638, -2.80625, 1.74149], [0.33101, -2.11689, 4.07639], [-1.65953, -0.61895, 5.10696], [-3.28834, -0.04785, 3.92314], [-3.60146, -0.71872, 1.44610]], "forces_ev_per_a": [[2.63, 1.98, 0.30], [0.98, -1.10, -0.49], [-0.56, 0.49, 1.57], [-0.16, -0.17, -0.23], [0.15, 1.53, -1.04], [0.02, -1.86, -0.82], [-0.15, 0.45, -0.24], [-0.79, 0.76, 0.80], [2.95, -1.24, -0.59], [-1.38, -0.16, -1.31], [1.46, 0.17, 0.77], [1.28, -1.62, -0.57], [-0.11, -0.46, -0.47], [-1.84, 1.45, 0.74], [-2.92, -0.54, -1.16], [-0.37, -1.06, 0.92], [0.48, -0.51, -0.55], [-0.48, 0.51, 1.66], [0.05, 0.35, 0.48], [0.16, 0.13, -2.58], [0.01, -0.90, 0.43], [-0.04, 0.29, 0.63], [-0.44, 0.30, 0.64], [0.68, 0.28, 1.40], [-1.74, 1.13, -0.16], [0.12, -0.19, -0.14]], "nbo_charge": [-0.58, -0.28, -0.59, -0.05, -0.39, 2.16, -1.15, -1.14, -0.38, -0.20, -0.24, -0.24, -0.21, -0.20, 0.21, 0.18, 0.21, 0.21, 0.22, 0.21, 0.19, 0.25, 0.20, 0.19, 0.19, 0.22], "spin_multiplicity": 1, "charge": -1, "max_force_ev_per_a": 3.30, "energy_ev": -24986.453, "smiles": "CC(C)C#C[P@@](=O)([O-])c1ccccc1", "e_lumo_ev": 3.3, "e_above_lowest_kcal_mol": 0.7}

=====

{"formula": "C5H11FN", "method": "the ωB97M-V functional and the def2-TZVPD basis", "elements": ["C", "C", "C", "C", "C", "N", "F", "H", "H", "H", "H", "H", "H", "H", "H", "H", "H", "H"], "positions_angstrom": [[-1.46709, 0.50030, 0.78957], [-1.58403, 0.27454, -0.73291], [-0.21891, -0.35765, 1.23700], [-0.09525, 0.21821, -1.06378], [1.93380, -0.82065, -0.15080], [0.74350, -0.08290, 0.16896], [1.55404, 1.51958, 0.44527], [-1.10861, 1.56006, 0.90559], [-2.48075, 0.45478, 1.35045], [-2.21748, -0.60570, -0.92180], [-1.90811, 1.27794, -1.14419], [0.23654, -0.06023, 2.17201], [-0.51372, -1.36420, 1.11289], [0.12193, -0.38695, -1.96490], [0.20457, 1.24586, -1.51381], [2.74526, -0.49921, -0.83958], [2.39663, -1.05494, 0.81373], [1.65770, -1.81886, -0.66370]], "forces_ev_per_a": [[-0.31, 1.68, 0.97], [0.46, 1.49, 1.48], [-1.02, 2.40, 0.10], [0.18, 1.82, -2.63], [1.34, -3.22, 0.78], [0.66, 3.64, -3.64], [-2.18, -3.56, -0.16], [-0.49, -0.81, 0.15], [2.09, -0.53, -0.64], [0.48, 0.45, -0.55], [-0.46, -1.73, 0.07], [-0.08, -0.45, 0.35], [0.27, -1.61, 0.19], [0.49, -0.51, 1.03], [-0.10, -1.45, 1.41], [-1.20, 1.16, 0.38], [0.13, -0.12, -0.31], [-0.24, 1.35, 1.05]], "nbo_charge": [-0.42, -0.44, -0.25, -0.29, -0.46, 0.16, -0.28, 0.23, 0.28, 0.25, 0.26, 0.28, 0.26, 0.27, 0.31, 0.31, 0.25, 0.28], "spin_multiplicity": 1, "charge": 1, "max_force_ev_per_a": 5.19, "energy_ev": -9559.728, "e_lumo_ev": -7.3, "e_above_lowest_kcal_mol": 114.4}

=====

{"formula": "H4NPSi", "method": "the ωB97M-V functional and the def2-TZVPD basis", "elements": ["N", "Si", "P", "H", "H", "H", "H"], "positions_angstrom": [[-0.76524, 0.99633, 0.25638], [-0.32393, -0.65950, 0.15361], [0.32556, 2.05956, -0.12392], [0.58050, -0.88893, -0.95130], [0.28442, -1.17744, 1.34465], [-1.49686, -1.60675, -0.06335], [1.39554, 1.27672, -0.61606]], "forces_ev_per_a": [[0.64, 0.89, 0.02], [-1.44, -1.66, -0.50], [-1.11, 0.41, 0.33], [0.50, 0.00, -0.52], [0.46, 0.01, 0.87], [0.36, 0.69, 0.03], [0.60, -0.33, -0.23]], "nbo_charge": [-1.28, 1.08, 0.91, -0.20, -0.19, -0.18, -0.15], "spin_multiplicity": 1, "max_force_ev_per_a": 2.25, "energy_ev": -18720.028, "e_lumo_ev": -1.0, "e_above_lowest_kcal_mol": 0.0}

=====

{"formula": "C3HF2O2S", "method": "the ωB97M-V functional and the def2-TZVPD basis", "elements": ["C", "C", "C", "O", "O", "F", "F", "S", "H"], "positions_angstrom": [[2.11301, -0.22104, 0.38110], [1.03065, -0.52081, -0.09341], [-0.35799, -0.77240, -0.22776], [-0.94567, 1.84004, 0.93536], [-1.48929, 1.45712, -1.40230], [-0.90117, -1.54832, 0.93985], [-0.90142, -1.31973, -1.33522], [-1.56921, 0.92731, 0.00065], [3.02109, 0.15784, 0.80173]], "forces_ev_per_a": [[-1.06, -0.03, -0.62], [1.27, -0.46, 0.84], [-2.61, 0.78, 2.11], [0.86, 0.40, 1.16], [-0.15, -0.61, 1.02], [1.37, 0.78, -2.13], [0.87, -0.46, 0.28], [-0.33, -0.24, -2.46], [-0.21, -0.15, -0.22]], "nbo_charge": [-0.23, -0.10, 0.38, -1.01, -1.03, -0.41, -0.33, 1.50, 0.22], "spin_multiplicity": 1, "charge": -1, "max_force_ev_per_a": 3.45, "energy_ev": -23490.815, "e_lumo_ev": 4.0, "e_above_lowest_kcal_mol": 10.2}

=====

{"formula": "C66H69Br2NO6P2PbSe", "method": "the ωB97M-V functional and the def2-TZVPD basis", "elements": ["Pb", "C", "C", "C", "C", "C", "C", "C", "Se", "C", "C", "C", "C", "C", "C", "O", "C", "C", "C", "C", "C", "C", "C", "C", "C", "O", "C", "C", "C", "C", "C", "C", "H", "H", "H", "H", "H", "H", "H", "H", "H", "H", "H", "H", "H", "H", "H", "H", "H", "H", "H", "H", "H", "H", "H", "H", "H", "H", "H", "H", "H", "H", "H", "H", "H", "H", "H", "H", "H", "H", "H", "H", "N", "P", "C", "C", "C", "C", "C", "C", "C", "C", "C", "C", "C", "C", "P", "C", "C", "C", "C", "C", "C", "C", "C", "C", "C", "C", "C", "H", "H", "H", "H", "H", "H", "H", "H", "H", "H", "H", "H", "H", "H", "H", "H", "H", "H", "H", "H", "H", "Br", "C", "C", "C", "C", "C", "C", "C", "O", "O", "H", "H", "H", "H", "Br", "C", "C", "C", "C", "C", "C", "C", "O", "O", "H", "H", "H", "H"], "positions_angstrom": [[0.85708, 0.23880, -0.30281], [6.16799, 5.26760, 3.80544], [4.92534, 4.47018, 4.20506], [3.93714, 5.43427, 4.87814], [5.35479, 3.39920, 5.21899], [4.25223, 3.80258, 3.00700], [3.10471, 3.03644, 3.19233], [2.46573, 2.45639, 2.11787], [0.92103, 1.35513, 2.41309], [-0.42910, 2.68015, 2.01988], [-0.62506, 3.67268, 2.96446], [-1.54234, 4.69098, 2.74934], [-2.17161, 4.69641, 1.50387], [-1.98972, 3.73367, 0.52376], [-1.16841, 2.59628, 0.80996], [-1.13087, 1.55903, 0.03919], [-2.67495, 3.97909, -0.83293], [-2.29562, 2.98130, -1.93444], [-2.26724, 5.37387, -1.34253], [-4.19891, 3.93114, -0.65130], [-1.83709, 5.78924, 3.76856], [-3.34775, 5.86653, 4.03353], [-1.34997, 7.14156, 3.22627], [-1.13508, 5.52976, 5.10293], [2.91625, 2.59210, 0.77369], [2.21494, 2.13553, -0.21272], [4.15202, 3.27382, 0.59981], [4.74210, 3.87963, 1.70722], [4.88232, 3.39909, -0.74985], [4.32402, 2.51469, -1.87269], [6.35652, 2.99368, -0.56871], [4.81423, 4.86107, -1.21745], [6.61898, 5.71352, 4.69585], [5.91547, 6.07305, 3.11273], [6.91560, 4.62622, 3.33506], [4.40680, 5.94119, 5.72732], [3.05680, 4.90314, 5.24236], [3.60123, 6.18950, 4.16497], [5.85381, 3.85670, 6.07936], [6.04450, 2.69434, 4.75135], [4.49595, 2.83456, 5.58265], [2.68861, 2.88680, 4.18283], [-0.03665, 3.62671, 3.87252], [-2.84027, 5.52221, 1.27916], [-1.21696, 2.93648, -2.07948], [-2.76227, 3.30168, -2.87234], [-2.63045, 1.97371, -1.69867], [-1.17966, 5.45081, -1.38611], [-2.63815, 6.17510, -0.70074], [-2.66586, 5.53784, -2.34786], [-4.50463, 2.94280, -0.29811], [-4.70299, 4.12830, -1.60274], [-4.53956, 4.67206, 0.07616], [-3.89998, 6.09424, 3.12100], [-3.57040, 6.64571, 4.76950], [-3.71381, 4.91214, 4.41613], [-1.86959, 7.40411, 2.30322], [-0.28179, 7.09250, 3.00832], [-1.52172, 7.93937, 3.95651], [-1.44346, 4.57268, 5.52901], [-1.38833, 6.32079, 5.81361], [-0.05050, 5.51840, 4.98288], [5.65128, 4.44120, 1.53696], [4.33885, 1.45962, -1.59658], [4.94683, 2.64648, -2.76310], [3.29771, 2.76406, -2.12306], [6.41858, 1.98187, -0.16448], [6.89866, 3.66210, 0.10238], [6.86470, 3.00780, -1.53661], [3.77448, 5.15100, -1.37981], [5.35945, 4.98680, -2.15802], [5.24409, 5.53797, -0.47513], [-3.46100, -1.37371, -0.64421], [-2.95229, -1.79325, 0.96021], [-4.46013, -2.79924, 1.35426], [-5.29699, -2.57405, 2.44412], [-6.37329, -3.41592, 2.69986], [-6.62205, -4.50584, 1.88064], [-5.78107, -4.75403, 0.80249], [-4.71272, -3.91081, 0.54645], [-3.33073, -0.33218, 1.99446], [-4.19316, 0.70595, 1.66487], [-4.44158, 1.72706, 2.56944], [-3.84179, 1.70889, 3.82127], [-2.96550, 0.68690, 4.15341], [-2.69955, -0.32048, 3.23733], [-2.40852, -0.79017, -1.92475], [-3.68987, -0.92118, -3.25819], [-3.59109, -0.05780, -4.34426], [-4.43008, -0.20440, -5.44287], [-5.38050, -1.21254, -5.45873], [-5.49694, -2.06886, -4.36838], [-4.65917, -1.92300, -3.27508], [-1.46684, -2.30584, -2.42537], [-1.23650, -3.41009, -1.44842], [0.29343, -4.73810, -2.20059], [0.64064, -4.25345, -3.57386], [0.08704, -3.20121, -4.18330], [-0.86554, -2.24358, -3.61998], [-4.24331, -0.72320, -0.60425], [-5.11531, -1.73057, 3.09824], [-7.02185, -3.21444, 3.54426], [-7.46124, -5.16072, 2.08200], [-5.95484, -5.61134, 0.16311], [-4.05878, -4.12054, -0.29285], [-4.67407, 0.74395, 0.69275], [-5.09510, 2.54668, 2.29371], [-4.03644, 2.50760, 4.52448], [-2.46761, 0.68478, 5.11518], [-1.99095, -1.10870, 3.47281], [-2.84543, 0.72950, -4.32503], [-4.33777, 0.46851, -6.28674], [-6.03018, -1.33559, -6.31686], [-6.23520, -2.86203, -4.38113], [-4.74273, -2.59145, -2.42631], [-1.84917, -3.30015, -0.56137], [0.85337, -5.63497, -1.93764], [1.39365, -4.81718, -4.11340], [0.42244, -2.97424, -5.18685], [-1.05081, -1.36931, -4.23910], [4.61834, -2.52150, -1.67702], [4.51268, -2.24702, -3.55567], [5.38364, -3.02140, -4.31614], [5.38879, -2.91845, -5.69670], [4.52892, -2.02360, -6.31861], [3.67714, -1.25189, -5.54775], [3.63539, -1.34876, -4.15720], [2.57266, -0.48190, -3.43824], [2.07819, 0.42880, -4.11190], [2.34669, -0.77623, -2.23701], [6.05257, -3.70829, -3.81503], [6.06260, -3.53447, -6.28071], [4.52438, -1.93162, -7.39841], [2.99868, -0.53794, -5.99606], [0.06764, -5.45395, 2.70716], [-0.13932, -5.06415, 0.83279], [-1.10422, -5.97776, 0.21034], [-1.61783, -5.88420, -1.02003], [-1.24897, -4.84748, -2.02911], [0.29389, -3.60933, -1.13700], [0.49727, -4.01990, 0.29049], [1.25124, -2.99081, 1.14091], [2.25718, -3.33664, 1.75079], [0.67873, -1.85789, 1.11839], [-1.44748, -6.78408, 0.84611], [-2.33648, -6.63726, -1.32756], [-1.80442, -4.96700, -2.95952], [0.93265, -2.76306, -1.38559]], "forces_ev_per_a": [[-0.17, -0.03, -0.48], [-0.05, -0.03, 0.00], [-0.02, 0.00, 0.01], [0.04, -0.01, 0.00], [0.01, 0.04, -0.03], [0.05, -0.01, 0.02], [0.01, 0.03, -0.01], [-0.08, -0.23, -0.07], [-0.15, 0.28, 0.39], [0.06, -0.15, 0.00], [-0.09, 0.01, -0.03], [0.02, -0.02, 0.04], [0.02, 0.02, 0.02], [0.01, 0.05, -0.05], [-0.18, 0.06, 0.17], [0.35, -0.05, 0.13], [0.00, -0.04, 0.01], [-0.08, 0.01, 0.06], [-0.04, -0.01, 0.00], [0.00, -0.01, -0.03], [0.03, 0.03, -0.03], [0.05, 0.02, 0.01], [-0.01, -0.03, 0.04], [-0.02, -0.01, -0.06], [0.00, 0.14, 0.12], [-0.10, -0.24, -0.02], [0.05, -0.02, -0.04], [-0.02, -0.02, 0.03], [-0.02, 0.03, -0.04], [-0.02, 0.02, 0.03], [-0.03, 0.03, 0.01], [-0.01, -0.03, 0.01], [-0.01, 0.01, 0.00], [0.02, -0.01, -0.02], [0.01, 0.02, -0.01], [0.00, -0.01, 0.02], [-0.02, 0.01, 0.00], [-0.01, 0.01, 0.01], [-0.01, 0.01, 0.01], [0.00, -0.01, 0.01], [0.00, -0.02, 0.00], [0.00, 0.00, 0.01], [-0.03, 0.01, 0.02], [-0.01, -0.01, 0.00], [0.00, -0.02, -0.02], [-0.02, 0.04, -0.01], [0.05, 0.07, -0.03], [0.00, 0.01, -0.02], [0.02, 0.01, 0.01], [-0.02, 0.00, 0.00], [0.00, 0.03, -0.02], [-0.01, -0.01, -0.01], [0.00, -0.01, 0.00], [-0.01, 0.00, 0.00], [0.00, 0.01, 0.00], [-0.01, 0.00, 0.01], [0.01, 0.00, -0.02], [0.01, 0.02, -0.01], [-0.01, 0.01, -0.01], [0.02, -0.01, 0.01], [0.00, 0.00, 0.01], [0.01, 0.00, 0.02], [0.01, 0.01, -0.01], [-0.02, -0.01, -0.02], [0.04, 0.00, 0.01], [0.03, -0.02, -0.04], [0.02, -0.01, -0.01], [0.01, 0.00, 0.01], [0.00, 0.01, 0.00], [0.00, 0.02, -0.01], [0.00, 0.00, -0.01], [0.01, 0.01, 0.00], [0.26, 0.29, 0.30], [-0.31, 0.08, -0.24], [0.12, -0.03, 0.10], [0.01, 0.01, -0.02], [-0.03, -0.03, 0.01], [0.01, 0.02, 0.01], [-0.02, 0.01, 0.00], [0.00, -0.04, -0.04], [0.19, -0.04, 0.02], [0.00, 0.05, -0.01], [-0.01, 0.04, -0.01], [0.05, 0.01, -0.02], [0.02, 0.02, 0.03], [0.00, 0.00, -0.05], [-0.11, -0.39, -0.15], [0.17, 0.06, -0.02], [-0.02, 0.03, 0.08], [-0.01, 0.02, -0.03], [0.00, -0.01, 0.01], [-0.01, 0.01, 0.00], [-0.06, 0.00, -0.02], [-0.05, 0.02, 0.04], [0.24, 0.08, 0.14], [0.11, -0.06, -0.04], [-0.02, 0.04, 0.04], [0.17, 0.04, 0.00], [-0.09, 0.04, 0.01], [-0.13, -0.23, -0.16], [-0.01, 0.01, -0.01], [0.01, 0.00, 0.01], [0.00, 0.00, 0.00], [0.00, 0.00, -0.01], [0.01, 0.01, 0.00], [0.02, -0.01, 0.01], [0.02, -0.01, 0.00], [0.01, 0.03, 0.02], [0.01, 0.02, 0.00], [0.02, 0.04, 0.02], [0.00, 0.01, -0.02], [0.00, 0.01, 0.00], [-0.01, 0.01, 0.00], [-0.01, 0.01, 0.02], [0.02, -0.01, -0.01], [0.07, -0.05, 0.02], [0.01, 0.01, 0.00], [-0.01, 0.00, -0.04], [0.07, 0.05, -0.07], [0.04, -0.01, -0.02], [0.03, -0.04, -0.01], [-0.03, -0.03, 0.07], [0.04, -0.02, -0.06], [0.01, 0.01, 0.02], [0.00, 0.01, 0.00], [0.02, -0.02, -0.07], [-0.22, -0.08, 0.04], [0.37, 0.21, 0.20], [-0.20, -0.03, -0.11], [-0.14, -0.08, -0.10], [-0.01, 0.01, 0.01], [0.01, 0.00, 0.01], [-0.01, 0.01, 0.00], [-0.01, 0.01, 0.02], [-0.01, 0.04, -0.04], [0.13, -0.01, 0.02], [-0.06, 0.02, -0.06], [0.03, 0.03, 0.03], [-0.05, -0.02, -0.09], [-0.23, 0.06, -0.11], [-0.28, -0.06, 0.31], [0.04, -0.24, 0.17], [0.08, 0.05, -0.13], [0.06, 0.09, -0.13], [0.00, -0.02, -0.01], [0.01, -0.02, 0.03], [-0.02, -0.03, 0.02], [0.01, 0.02, 0.01]], "lowdin_charge": [1.47, -0.08, -0.56, -0.06, -0.06, -0.19, -0.09, -0.40, 1.09, -0.38, -0.08, -0.19, -0.01, -0.09, -0.40, -0.34, -0.52, -0.07, -0.06, -0.05, -0.56, -0.05, -0.05, -0.07, -0.39, -0.29, -0.09, 0.00, -0.53, -0.06, -0.06, -0.05, 0.08, 0.08, 0.08, 0.07, 0.07, 0.09, 0.07, 0.09, 0.07, 0.09, 0.09, 0.10, 0.10, 0.08, 0.02, 0.09, 0.07, 0.08, 0.07, 0.08, 0.07, 0.07, 0.08, 0.07, 0.07, 0.09, 0.07, 0.08, 0.08, 0.08, 0.08, 0.09, 0.08, 0.08, 0.09, 0.06, 0.08, 0.09, 0.08, 0.07, -0.41, 1.04, -0.33, -0.08, -0.10, -0.11, -0.10, -0.11, -0.39, -0.09, -0.08, -0.09, -0.08, -0.11, 1.04, -0.36, -0.11, -0.10, -0.11, -0.10, -0.09, -0.31, -0.21, -0.18, -0.04, -0.08, -0.10, 0.03, 0.09, 0.09, 0.09, 0.10, 0.08, 0.09, 0.10, 0.09, 0.10, 0.11, 0.10, 0.10, 0.09, 0.09, 0.09, 0.05, 0.15, 0.10, 0.10, 0.10, 0.79, -0.59, -0.16, -0.12, -0.10, -0.04, -0.14, -0.68, -0.02, -0.26, 0.08, 0.09, 0.09, 0.11, 0.72, -0.58, -0.15, -0.07, -0.19, -0.13, -0.12, -0.71, -0.01, -0.23, 0.07, 0.10, 0.14, 0.12], "spin_multiplicity": 1, "charge": -2, "max_force_ev_per_a": 0.51, "energy_ev": -312597.717, "e_lumo_ev": 3.7, "e_above_lowest_kcal_mol": 72.4}